(1)
Below is 5 unconnected molecules or ions with the total composition C24H41N3O16P at a distorted geometry, with properties calculated with ωB97M-V/def2-TZVPD.

Its spin multiplicity is 1. The charge is -1. The HOMO energy is -4.58 eV. The LUMO energy comes out at 1.60 eV.

Last column: Löwdin charge in e.
Atoms and positions in Å:
C (-2.43354, -4.01791, -3.15897)  -0.06
C (-3.82981, -3.55932, -3.80718)  -0.38
N (-4.70464, -4.41240, -4.29241)  0.09
C (-4.14507, -1.99288, -3.86759)  -0.09
C (-3.27503, -1.35501, -5.07904)  -0.26
C (-4.29095, -0.90037, -6.22603)  -0.57
O (-4.31566, -1.63691, -7.28556)  -0.11
O (-5.16228, 0.16173, -6.16141)  -0.19
N (-2.33070, -0.30748, -4.59368)  -0.18
C (-3.01850, 0.89450, -4.02682)  -0.19
C (-2.23623, 1.46983, -2.72593)  -0.13
C (-0.78449, 1.03975, -2.35452)  -0.03
C (0.00032, 1.60841, -1.14245)  -0.07
C (-0.72498, 2.66247, -0.26872)  -0.10
C (-2.18505, 3.06209, -0.60457)  -0.10
C (-2.97382, 2.49141, -1.81800)  -0.04
P (-1.06091, 0.07792, -5.73263)  0.66
N (0.21567, -0.84170, -5.33238)  -0.23
O (-1.40025, -0.27821, -7.35304)  -0.19
O (-0.53744, 1.70277, -5.61674)  -0.22
H (-2.68196, -4.36150, -2.08979)  0.08
H (-2.08310, -4.92440, -3.77740)  0.08
H (-1.62778, -3.21511, -3.19774)  0.07
H (-5.50555, -3.86729, -4.64884)  0.04
H (-5.25937, -1.78175, -4.00078)  0.12
H (-3.81607, -1.48607, -2.89262)  0.12
H (-2.63061, -2.21722, -5.50057)  0.14
H (-4.11921, 0.74654, -3.77688)  0.13
H (-2.97016, 1.73738, -4.80292)  0.12
H (-0.23801, 0.26539, -2.99644)  0.06
H (1.06976, 1.26193, -0.93918)  0.08
H (-0.18255, 3.12861, 0.61388)  0.07
H (-2.68414, 3.81840, 0.08679)  0.07
H (-4.04860, 2.80446, -2.03912)  0.09
H (-0.09549, -1.41852, -4.52394)  -0.05
H (-0.80878, -1.00936, -7.63417)  0.07
H (0.43993, 1.72025, -5.77043)  0.09
C (4.55059, 0.84628, 1.94430)  -0.05
O (3.75158, 0.39980, 3.03807)  -0.01
C (2.46446, 0.17269, 2.72272)  -0.60
O (1.96650, 0.31392, 1.63401)  0.12
O (1.83018, -0.23896, 3.83240)  -0.01
C (0.44295, -0.51904, 3.64283)  -0.04
H (5.56583, 0.99705, 2.31294)  0.09
H (4.57805, 0.09280, 1.15411)  0.10
H (4.17828, 1.79770, 1.55794)  0.10
H (0.30793, -1.32648, 2.91985)  0.10
H (-0.09152, 0.37844, 3.32409)  0.10
H (0.03321, -0.84174, 4.60075)  0.09
C (2.24178, 0.80997, 8.04764)  -0.03
O (1.43998, 0.36253, 9.14277)  -0.05
C (0.15259, 0.13691, 8.82821)  -0.60
O (-0.34587, 0.27945, 7.74017)  0.13
O (-0.48068, -0.27584, 9.93932)  -0.01
C (-1.86721, -0.55555, 9.75229)  -0.04
H (3.25681, 0.95906, 8.41709)  0.10
H (2.26919, 0.05728, 7.25681)  0.10
H (1.87079, 1.76209, 7.66239)  0.10
H (-2.00346, -1.36248, 9.02906)  0.10
H (-2.40211, 0.34224, 9.43505)  0.10
H (-2.27394, -0.87904, 10.71104)  0.09
C (3.48222, -5.50948, 7.53964)  -0.05
O (2.78072, -5.04264, 8.69051)  0.00
C (2.99843, -3.74861, 8.98082)  -0.60
O (3.71112, -2.99415, 8.36450)  0.12
O (2.28470, -3.44184, 10.07531)  0.00
C (2.42212, -2.08503, 10.50096)  -0.03
H (3.23235, -6.56189, 7.40123)  0.09
H (3.17020, -4.96006, 6.64877)  0.10
H (4.56145, -5.42683, 7.68615)  0.10
H (2.06861, -1.39929, 9.72689)  0.07
H (3.45990, -1.86749, 10.76544)  0.10
H (1.80450, -1.94953, 11.38963)  0.10
C (3.66614, 5.19598, -9.71235)  -0.06
O (2.87336, 4.74867, -8.61581)  -0.01
C (1.58454, 4.51787, -8.92569)  -0.60
O (1.08244, 4.65765, -10.01396)  0.12
O (0.95740, 4.10587, -7.81354)  0.00
C (-0.43180, 3.82015, -7.99283)  -0.04
H (4.68258, 5.34957, -9.34797)  0.09
H (3.69226, 4.44192, -10.50216)  0.10
H (3.28986, 6.14625, -10.09792)  0.10
H (-0.56894, 3.01084, -8.71310)  0.11
H (-0.97198, 4.71531, -8.30951)  0.10
H (-0.83306, 3.49725, -7.03303)  0.07


(2)
Below is 13 unconnected molecules or ions with the total composition C11H48N22O13 at a distorted geometry, with properties calculated with ωB97M-V/def2-TZVPD.

The energy above the lowest of the compared OMol25 structures with the same formula, charge and spin is 180.7 kcal per mole. Its spin multiplicity is 1. The HOMO energy is -8.64 eV. The LUMO energy comes out at -0.24 eV.

Last column: Löwdin charge in e.
Atoms and positions in Å:
O (0.30360, 2.97096, 2.28698)  -0.04
H (0.72217, 3.76710, 1.95959)  0.03
H (-0.48554, 2.87786, 1.75330)  0.01
O (2.63146, 1.45807, -2.92468)  -0.03
H (3.39266, 1.96361, -3.20968)  0.04
H (2.71309, 0.62203, -3.38363)  -0.01
C (2.96772, -3.40616, 2.06155)  -0.84
O (2.53369, -3.32752, 0.96148)  0.05
N (2.74602, -4.37843, 2.84080)  0.20
N (3.74552, -2.45164, 2.46750)  0.17
H (2.19311, -5.16280, 2.52589)  0.14
H (3.06026, -4.27653, 3.79525)  0.12
H (4.17331, -2.39661, 3.38076)  0.10
H (3.75443, -1.67577, 1.82093)  0.11
C (-3.92082, -2.03681, 1.82027)  -0.85
O (-4.63951, -2.73617, 1.17575)  0.05
N (-2.64677, -2.10546, 1.76713)  0.18
N (-4.33676, -0.95858, 2.42829)  0.18
H (-2.30266, -2.87163, 1.20615)  0.12
H (-2.05901, -1.50049, 2.32267)  0.10
H (-3.75390, -0.46285, 3.08756)  0.05
H (-5.32417, -0.80318, 2.28345)  0.13
C (-2.20540, 0.71458, 4.80272)  -0.73
O (-3.33852, 0.90408, 4.31557)  -0.02
N (-1.06289, 0.76636, 4.19899)  0.20
N (-2.07676, 0.07507, 5.91677)  0.17
H (-0.20289, 0.41284, 4.59339)  0.12
H (-1.09107, 1.31716, 3.35288)  0.09
H (-2.95359, -0.32591, 6.21757)  0.13
H (-1.21461, -0.25827, 6.32382)  0.12
C (-0.32746, 1.12028, -4.99744)  -0.80
O (-0.28643, 1.86649, -5.93623)  0.04
N (-0.11019, -0.15254, -4.91766)  0.17
N (-0.68287, 1.41334, -3.75855)  0.14
H (-0.25519, -0.62724, -4.03804)  0.08
H (0.20130, -0.49807, -5.81414)  0.12
H (-0.76264, 2.35457, -3.40105)  0.09
H (-0.45885, 0.75831, -3.02312)  0.03
C (3.08328, 0.86867, 2.64322)  -0.74
O (2.03001, 0.25654, 2.38464)  -0.01
N (4.04018, 0.38023, 3.41227)  0.15
N (3.30321, 2.07911, 2.30124)  0.20
H (3.98453, -0.53499, 3.83580)  0.08
H (4.56578, 1.10876, 3.87388)  0.11
H (2.60660, 2.51653, 1.71515)  0.09
H (4.00881, 2.59458, 2.80770)  0.13
C (-0.05337, -4.29765, -2.32537)  -0.79
O (-1.04340, -4.71891, -2.93714)  0.00
N (-0.10215, -3.96363, -1.10250)  0.19
N (1.06845, -3.99816, -2.94192)  0.17
H (0.68147, -3.59341, -0.58388)  0.08
H (-0.93578, -4.33616, -0.67077)  0.12
H (1.12147, -4.42845, -3.85413)  0.11
H (1.47608, -3.09826, -2.73184)  0.06
C (-3.38477, 3.60906, 1.86428)  -0.75
O (-3.83215, 4.43617, 2.67554)  0.01
N (-3.38475, 2.28771, 1.80694)  0.16
N (-2.84989, 3.92591, 0.75361)  0.14
H (-3.85610, 1.71494, 2.49241)  0.07
H (-2.98908, 1.89692, 0.96385)  0.06
H (-2.79194, 4.90338, 0.50604)  0.12
H (-2.82165, 3.23396, 0.01840)  0.06
C (1.23002, 3.73319, -0.58464)  -0.82
O (2.40017, 3.85518, -0.33481)  0.04
N (0.51899, 4.85422, -0.58438)  0.15
N (0.50949, 2.73446, -0.94037)  0.21
H (-0.40096, 4.75575, -0.98946)  0.10
H (0.99704, 5.60687, -0.10992)  0.12
H (-0.37814, 2.80342, -1.41730)  0.10
H (1.02495, 1.87325, -1.05313)  0.10
C (-3.75407, 0.90069, -1.67946)  -0.72
O (-2.97834, 1.51208, -0.94004)  -0.03
N (-4.04329, -0.29943, -1.51388)  0.22
N (-4.39824, 1.34798, -2.75154)  0.18
H (-4.87931, -0.64413, -1.96373)  0.14
H (-3.72551, -0.74792, -0.66654)  0.12
H (-4.24868, 2.22199, -3.23510)  0.12
H (-5.11430, 0.81045, -3.21892)  0.11
C (3.76566, -1.93579, -3.31708)  -0.73
O (2.74648, -1.52553, -2.80717)  0.00
N (4.32058, -1.35026, -4.34370)  0.19
N (4.46084, -2.94416, -2.81687)  0.19
H (3.75204, -0.62028, -4.74867)  0.12
H (5.15464, -1.70447, -4.78977)  0.12
H (5.28501, -3.24781, -3.31550)  0.11
H (4.11999, -3.44306, -2.00754)  0.12
C (-0.04320, -0.57550, -0.87613)  -0.73
O (-0.38082, -0.70960, -2.05970)  0.00
N (1.14706, -0.89691, -0.48818)  0.20
N (-0.73820, -0.23780, 0.18391)  0.20
H (1.34769, -1.02511, 0.49335)  0.08
H (1.76326, -1.08253, -1.26661)  0.07
H (-1.62101, 0.14551, -0.12238)  0.06
H (-0.40450, 0.04231, 1.09511)  0.10


(3)
Below is 2 unconnected molecules or ions with the total composition C9H14 at a distorted geometry, with properties calculated with ωB97M-V/def2-TZVPD.

The energy above the lowest of the compared OMol25 structures with the same formula, charge and spin is 20.5 kcal per mole. Its spin multiplicity is 2. The charge is -1. The HOMO energy (alpha / beta) is 1.33 / -5.32 eV. The LUMO energy (alpha / beta) comes out at 3.72 / 3.60 eV.

Last column: Mulliken spin population.
Atoms and positions in Å:
C (-1.59999, 1.74182, 0.09291)  0.87
C (0.33134, -1.48861, 0.31690)  0.15
C (0.03984, -0.12819, 0.37453)  0.92
C (-0.59436, -2.37725, -0.21390)  0.13
C (-1.26982, 0.30865, -0.04552)  -1.46
C (-1.84426, -1.96568, -0.68904)  -0.91
C (-2.11048, -0.61821, -0.70136)  1.75
H (1.37147, -1.71475, 0.52927)  -0.06
H (0.77507, 0.58729, 0.73677)  0.29
H (-0.22401, -3.42222, -0.20790)  0.04
H (-2.59872, -2.57200, -1.15998)  -0.21
H (-2.60264, 1.84287, 0.52859)  -0.47
H (-1.44869, 2.31098, -0.87625)  -0.02
H (-2.96563, -0.16587, -1.17690)  0.13
H (-0.97373, 2.29877, 0.80913)  -0.41
C (3.41510, 1.11874, 0.58332)  0.28
C (2.28895, 1.98275, 0.09712)  0.61
H (3.02588, 0.27118, 1.18662)  0.11
H (4.04468, 0.75281, -0.23974)  -0.14
H (4.07619, 1.62051, 1.31319)  -0.07
H (2.57182, 2.87977, -0.55789)  -0.53
H (1.59400, 2.36720, 0.84167)  0.02
H (1.62815, 1.41766, -0.55524)  -0.04